[1]
Here is C18H29N2OPdS2Si3 as an isolated structure from the Open Molecules 2025 dataset. Energies are from ωB97M-V with the def2-TZVPD basis set.

The geometry in XYZ format:
```
56
Properties=species:S:1:pos:R:3:nbo_charge:R:1
Pd 0.014 -0.514 -0.425 0.63
C 0.076 -1.510 3.275 -0.24
O 0.010 -0.586 2.194 -0.95
Si 0.085 1.080 2.335 1.97
C -1.365 1.745 3.298 -1.18
C 1.604 1.585 3.294 -1.17
C 0.051 1.525 0.498 -1.47
Si 1.641 2.119 -0.370 1.64
C 1.541 2.126 -2.241 -1.12
C 1.882 3.895 0.186 -1.09
C 3.144 1.083 0.072 -1.13
Si -1.666 1.973 -0.193 1.64
C -2.998 0.808 0.475 -1.14
C -2.033 3.732 0.346 -1.10
C -1.783 1.953 -2.065 -1.13
H -0.172 -1.032 4.226 0.18
H 1.080 -1.930 3.348 0.19
H -0.638 -2.313 3.100 0.19
H -1.357 1.307 4.300 0.26
H -2.343 1.554 2.862 0.25
H -1.253 2.823 3.433 0.25
H 1.381 1.502 4.361 0.26
H 1.859 2.631 3.113 0.25
H 2.489 0.984 3.101 0.25
H 0.894 2.913 -2.625 0.25
H 1.227 1.184 -2.696 0.24
H 2.551 2.337 -2.603 0.25
H 1.022 4.517 -0.064 0.24
H 2.752 4.306 -0.332 0.25
H 2.062 3.984 1.258 0.24
H 3.301 0.265 -0.634 0.23
H 3.157 0.666 1.073 0.24
H 4.021 1.730 -0.022 0.26
H -2.638 -0.010 1.103 0.24
H -3.554 0.372 -0.358 0.25
H -3.717 1.376 1.070 0.26
H -2.100 3.833 1.429 0.25
H -2.995 4.029 -0.079 0.26
H -1.280 4.432 -0.016 0.24
H -1.468 1.034 -2.564 0.23
H -1.235 2.778 -2.518 0.25
H -2.840 2.104 -2.302 0.25
S 1.612 -1.991 -1.092 0.28
C 0.696 -3.349 -1.652 -0.25
C 1.371 -4.487 -2.064 -0.11
C 0.659 -5.609 -2.513 -0.02
C 1.391 -6.770 -2.924 0.22
N 1.994 -7.695 -3.238 -0.18
C -0.732 -5.579 -2.551 -0.10
C -1.419 -4.427 -2.138 -0.10
C -0.718 -3.318 -1.690 -0.24
S -1.611 -1.924 -1.179 0.27
C -1.494 -6.703 -3.007 0.22
N -2.107 -7.597 -3.384 -0.18
H 2.452 -4.524 -2.040 0.26
H -2.500 -4.418 -2.171 0.26
```

Values from the calculation:
LUMO energy (alpha / beta) in eV: -3.90 / -7.20
Multiplicity: 5
Total charge: +1
Gap between HOMO and LUMO (alpha / beta) in eV: 8.18 / 5.82
HOMO level (alpha / beta) in Ha: -0.4438 / -0.4783
Relative energy (zero: lowest compared OMol25 entry of this formula, charge and spin) in eV: 0.163
Energy in eV: -72941.5980

***

[2]
Here is the molecule C18H29N3O3S from the Open Molecules 2025 dataset. Energies are from ωB97M-V with the def2-TZVPD basis set.

The geometry in XYZ format:
```
54
Properties=species:S:1:pos:R:3:nbo_charge:R:1
C -4.221 -1.120 0.011 -0.63
C -2.866 -1.538 0.534 -0.64
H -2.385 -0.755 1.111 0.24
H -2.902 -2.467 1.095 0.23
S -1.785 -1.840 -0.891 2.31
O -1.549 -0.592 -1.561 -0.96
O -2.329 -2.928 -1.654 -0.95
N -0.366 -2.314 -0.126 -0.69
C 0.816 -1.559 -0.468 -0.23
H 0.511 -0.516 -0.546 0.24
C 1.894 -1.755 0.607 -0.31
C 3.096 -0.933 0.143 0.69
O 4.046 -1.405 -0.442 -0.62
N 2.970 0.383 0.431 -0.62
H 2.078 0.712 0.778 0.40
C 3.670 1.412 -0.303 -0.23
C 2.677 2.073 -1.273 -0.22
N 1.491 2.484 -0.536 -0.47
C 1.627 3.815 0.020 -0.42
H 0.750 4.041 0.625 0.21
H 2.509 3.856 0.656 0.20
H 1.721 4.586 -0.760 0.17
C 0.239 2.340 -1.260 -0.25
C -0.947 2.261 -0.333 -0.02
C -0.820 1.790 0.966 -0.18
C -1.925 1.693 1.794 -0.24
C -3.177 2.058 1.330 -0.23
C -3.314 2.520 0.032 -0.20
C -2.207 2.623 -0.791 -0.20
H -2.321 2.984 -1.802 0.21
H -4.288 2.805 -0.339 0.21
H -4.039 1.983 1.975 0.21
H -1.807 1.336 2.808 0.21
H 0.155 1.512 1.336 0.20
H 0.084 3.162 -1.981 0.18
H 0.257 1.406 -1.830 0.23
H 3.161 2.915 -1.791 0.18
H 2.391 1.331 -2.021 0.20
H 4.074 2.144 0.401 0.19
H 4.492 0.944 -0.846 0.24
H 1.520 -1.372 1.562 0.21
C 2.209 -3.243 0.732 -0.39
C 0.926 -4.022 1.014 -0.41
C -0.116 -3.739 -0.067 -0.22
H -1.064 -4.231 0.154 0.22
H 0.241 -4.109 -1.038 0.19
H 0.523 -3.720 1.983 0.20
H 1.132 -5.092 1.044 0.22
H 2.934 -3.403 1.532 0.22
H 2.662 -3.584 -0.200 0.22
H 1.221 -1.881 -1.440 0.19
H -4.621 -1.903 -0.629 0.23
H -4.112 -0.213 -0.578 0.23
H -4.917 -0.933 0.826 0.22
```

Values from the calculation:
LUMO energy in eV: 0.64
Total charge: 0
Structure (SMILES): CCS(=O)(=O)N1CCC[C@@H](C(=O)NCCN(C)Cc2ccccc2)C1
Gap between HOMO and LUMO in eV: 9.64
HOMO level in Ha: -0.3307
Relative energy (zero: lowest compared OMol25 entry of this formula, charge and spin) in eV: 0.658
Energy in eV: -40585.2611

***

[3]
Here is a 2-piece molecular cluster, C18H29N4O10P overall in a non-equilibrium geometry from the Open Molecules 2025 dataset. Energies are from ωB97M-V with the def2-TZVPD basis set.

The geometry in XYZ format:
```
62
Properties=species:S:1:pos:R:3:nbo_charge:R:1
O -0.285 1.852 -0.067 -0.62
O -5.201 6.036 0.031 -0.63
O -4.452 1.009 1.487 -0.66
O 4.546 -0.284 -3.586 -1.14
N 3.808 -5.759 -0.014 -0.42
O 0.304 0.460 1.622 -0.70
O 2.097 -3.036 1.728 -0.68
O -1.984 1.859 2.454 -0.76
O 6.304 -1.544 -4.608 -0.98
O 6.898 0.091 -2.740 -0.94
O 5.634 -2.078 -2.106 -0.79
C 0.323 0.866 0.327 0.75
C -4.993 4.975 0.594 0.67
C -4.286 1.844 0.602 0.68
C 1.284 0.499 -1.953 -0.34
C 1.084 0.044 -0.666 0.02
C 4.324 -5.099 -1.058 0.04
C 3.061 -5.084 0.875 0.18
C 2.811 -3.701 0.750 0.26
C 4.108 -3.734 -1.287 -0.09
C 3.315 -3.008 -0.366 -0.02
N -4.989 1.821 -0.538 -0.60
N 1.596 -1.227 -0.352 -0.65
N -3.849 4.332 0.336 -0.62
C -6.052 4.447 1.545 -0.71
C 2.504 -5.848 2.043 -0.65
C 4.725 -3.107 -2.518 -0.11
C -6.006 0.822 -0.864 -0.42
C 3.029 -1.525 -0.537 -0.25
C -3.455 3.454 3.358 -0.64
C -3.320 3.025 0.789 -0.18
C -2.590 3.097 2.152 0.11
P 5.817 -0.942 -3.247 2.52
H -0.348 1.059 2.050 0.53
H 2.364 -2.099 1.776 0.49
H -2.716 1.221 2.475 0.50
H 6.042 -0.816 -5.189 0.52
H 7.647 -0.473 -2.527 0.50
H 0.923 1.472 -2.273 0.22
H 1.806 -0.090 -2.700 0.21
H 4.931 -5.663 -1.760 0.19
H -4.816 2.557 -1.206 0.41
H 1.125 -1.725 0.410 0.40
H -3.247 4.854 -0.284 0.41
H -5.962 4.975 2.492 0.24
H -5.972 3.381 1.716 0.22
H -7.031 4.660 1.120 0.25
H 1.413 -5.768 2.059 0.23
H 2.901 -5.445 2.979 0.23
H 2.775 -6.906 1.977 0.23
H 3.914 -2.729 -3.154 0.22
H 5.268 -3.857 -3.104 0.20
H -6.094 0.718 -1.947 0.21
H -5.733 -0.146 -0.435 0.23
H -6.968 1.130 -0.450 0.20
H 3.624 -0.960 0.188 0.19
H 3.327 -1.190 -1.528 0.24
H -2.859 3.369 4.267 0.23
H -4.311 2.785 3.433 0.22
H -3.792 4.485 3.274 0.21
H -2.526 2.802 0.081 0.27
H -1.798 3.842 2.074 0.19
```

Values from the calculation:
LUMO energy in eV: 0.19
Total charge: 0
Structure (SMILES): C=C(NCc1c(COP(=O)(O)O)cnc(C)c1O)C(=O)O.CNC(=O)[C@@H](NC(C)=O)[C@@H](C)O
Gap between HOMO and LUMO in eV: 8.50
HOMO level in Ha: -0.3054
Energy in eV: -54864.3088

***

[4]
Here is C18H29N6O as an isolated structure in a non-equilibrium geometry from the Open Molecules 2025 dataset. Energies are from ωB97M-V with the def2-TZVPD basis set.

The geometry in XYZ format:
```
54
Properties=species:S:1:pos:R:3:nbo_charge:R:1
C -2.291 -1.004 -2.687 -0.62
H -3.120 -1.368 -2.342 0.22
H -2.373 -0.682 -3.844 0.24
H -1.569 -1.850 -2.769 0.22
C -1.811 0.079 -2.225 -0.38
H -0.931 0.466 -2.443 0.22
H -2.621 0.944 -2.117 0.22
C -1.726 0.204 -0.664 -0.05
C -2.792 -0.621 0.044 0.27
N -2.383 -1.675 0.949 -0.31
N -3.624 -1.905 1.454 -0.06
N -4.651 -1.376 0.865 -0.05
N -4.065 -0.712 0.023 -0.14
C -4.948 0.507 -0.446 -0.20
H -5.978 -0.037 -0.595 0.25
C -5.055 1.706 0.415 -0.08
H -5.706 2.237 -0.099 0.21
H -5.287 1.504 1.422 0.22
O -3.599 2.440 0.141 -0.59
C -3.688 3.662 0.918 -0.20
H -3.929 3.554 1.779 0.15
H -2.767 4.087 0.812 0.19
H -4.377 4.407 0.378 0.17
H -4.718 0.645 -1.339 0.19
H -1.816 1.377 -0.399 0.30
N -0.299 -0.303 -0.052 -0.44
H -0.570 -0.832 0.919 0.51
C 0.176 -1.375 -0.752 -0.21
H 0.342 -1.314 -1.628 0.19
H -0.605 -2.339 -0.640 0.24
C 1.380 -1.930 -0.020 -0.23
N 2.347 -1.031 -0.105 -0.43
C 1.925 0.197 0.752 -0.24
H 1.607 -0.202 1.759 0.18
C 0.640 0.644 0.010 -0.28
H 0.989 1.179 -0.978 0.25
H 0.320 1.599 0.351 0.24
H 2.680 0.932 1.005 0.26
C 3.664 -1.409 0.517 -0.22
C 4.608 -0.267 0.346 -0.12
C 5.000 0.007 -0.879 -0.15
C 5.730 1.131 -1.049 -0.17
C 6.537 1.519 -0.219 -0.22
C 6.397 0.947 1.064 -0.18
C 5.386 0.179 1.215 -0.23
H 5.505 -0.316 2.281 0.21
H 7.125 1.365 1.892 0.23
H 7.512 2.171 -0.405 0.23
H 6.045 1.513 -2.398 0.18
H 4.193 -0.251 -1.796 0.21
H 3.677 -1.663 1.522 0.19
H 3.966 -2.311 -0.112 0.22
H 1.267 -2.285 0.953 0.18
H 1.824 -3.004 -0.388 0.23
```

Values from the calculation:
LUMO energy in eV: -2.35
Total charge: +1
Gap between HOMO and LUMO in eV: 9.35
HOMO level in Ha: -0.4300
Energy in eV: -30099.7824